No. 1
# H28O18S

15 unconnected molecules or ions with the total composition H28O18S in a non-equilibrium geometry (ωB97M-V with the def2-TZVPD basis set, OMol25).

Structure (XYZ):
```
47
Properties=species:S:1:pos:R:3
S 0.05 -0.45 1.01
O -1.60 2.97 -0.06
O -0.83 1.96 4.32
O -3.08 -1.30 1.58
O -0.16 -3.60 -1.21
O -0.98 0.57 1.49
O 2.76 -2.95 -1.74
O -2.72 0.70 -1.73
O -1.21 1.76 -4.68
O -0.05 -0.65 -0.48
O 1.92 1.69 3.67
O 3.17 -1.95 3.48
O 1.41 0.01 1.29
O -1.61 -1.94 -3.54
O -0.06 3.60 -2.72
O 0.55 -2.31 4.34
O -0.20 -1.80 1.61
O 0.82 0.21 -3.14
O 2.13 2.19 -0.69
H 1.84 -3.05 -1.39
H -0.36 1.29 -4.49
H 2.87 -1.60 2.65
H -2.17 2.30 -0.49
H 2.73 -2.06 -2.09
H 1.20 2.14 -0.91
H 2.11 1.75 0.19
H 2.35 -2.34 3.81
H -0.05 -1.88 4.92
H 2.13 0.88 4.18
H -2.10 0.96 -2.40
H -2.44 -1.53 -3.84
H 0.20 -2.44 3.43
H -0.31 -2.75 -0.74
H -2.65 -0.43 1.48
H 1.76 0.40 -3.11
H 0.06 2.33 4.36
H -2.43 -0.13 -1.33
H -0.55 -3.40 -2.07
H -1.12 2.46 0.59
H -1.19 -1.29 -2.97
H -0.53 3.57 -1.86
H 1.44 1.28 2.93
H 0.53 -0.07 -2.24
H -1.13 2.64 -4.24
H -2.35 -1.82 1.90
H -0.71 1.28 3.60
H 0.55 2.83 -2.66
```

Properties
- Relative energy (zero: lowest compared OMol25 entry of this formula, charge and spin): 16.7 kcal/mol
- Frontier orbital gap: 8.512 eV
- DFT total energy: -1769.511826 Eh
- HOMO energy: -0.1368 hartree
- Multiplicity: 1
- LUMO: 0.176 Eh
- Charge: -2



No. 2
# H29O14

14 unconnected molecules or ions with the total composition H29O14 in a non-equilibrium geometry (ωB97M-V with the def2-TZVPD basis set, OMol25).

Structure (XYZ):
```
43
Properties=species:S:1:pos:R:3
O 1.24 2.57 3.01
O 1.45 -2.21 -3.09
O 1.49 -0.04 0.42
O -0.85 3.65 -2.00
O -3.48 -1.79 -0.02
O -2.76 0.00 -2.22
O 1.67 2.28 -2.39
O 3.99 -0.88 1.83
O 0.34 -2.72 2.97
O 0.16 -0.02 -1.59
O -1.21 -3.21 -2.67
O -0.97 -0.89 0.86
O -0.72 2.65 0.53
O 0.05 0.35 3.91
H 2.32 2.91 -2.09
H 1.36 3.50 3.18
H 0.41 0.33 -0.57
H -1.90 -0.83 1.13
H -3.43 -0.48 -2.71
H -0.83 -2.52 -2.10
H 1.89 -0.88 0.55
H -0.25 -3.38 3.31
H 0.24 -0.56 3.73
H -0.68 3.61 0.53
H 0.96 -2.85 -3.63
H -0.62 0.59 -1.53
H -1.58 3.76 -1.37
H 4.57 -1.61 2.09
H 4.32 -0.20 2.43
H -0.56 -1.47 1.50
H -0.08 0.44 4.86
H -3.06 0.01 -1.32
H -3.01 -2.62 0.00
H 1.87 -1.68 -3.77
H 0.82 2.69 -2.27
H -1.09 -2.74 -3.51
H -1.38 4.07 -2.70
H 1.10 1.95 3.72
H 1.54 0.57 1.16
H 0.81 0.55 -2.07
H -4.30 -1.71 0.46
H 1.00 -3.25 2.52
H -1.35 2.33 1.15
```

Properties
- Relative energy (zero: lowest compared OMol25 entry of this formula, charge and spin): 78.6 kcal/mol
- Frontier orbital gap: 11.019 eV
- DFT total energy: -1070.478701 Eh
- HOMO energy: -0.4952 hartree
- Multiplicity: 1
- LUMO: -0.090 Eh
- Charge: +1



No. 3
# H2I2O2P

2 unconnected molecules or ions with the total composition H2I2O2P in a non-equilibrium geometry (ωB97M-V with the def2-TZVPD basis set, OMol25).

Structure (XYZ):
```
7
Properties=species:S:1:pos:R:3
I -4.37 -1.27 0.47
I -2.64 2.37 -0.17
P -3.50 0.32 -1.09
O -3.47 0.05 -2.47
O -0.35 -0.50 -0.21
H -0.02 -1.40 -0.14
H 0.37 0.18 -0.05
```

Properties
- Relative energy (zero: lowest compared OMol25 entry of this formula, charge and spin): 55.5 kcal/mol
- Frontier orbital gap: 8.059 eV
- DFT total energy: -1088.144425 Eh
- HOMO energy: -0.5603 hartree
- Multiplicity: 1
- LUMO: -0.264 Eh
- Charge: +1



No. 4
# H2INO2S

H2INO2S in the gas phase in a non-equilibrium geometry (ωB97M-V with the def2-TZVPD basis set, OMol25).

Structure (XYZ):
```
7
Properties=species:S:1:pos:R:3
I -0.30 1.27 -1.87
S 0.66 0.13 -0.01
O 1.23 1.20 0.83
O 1.46 -0.96 -0.55
N -0.70 -0.63 0.80
H -1.03 -1.18 0.05
H -1.32 0.16 0.75
```

Properties
- Relative energy (zero: lowest compared OMol25 entry of this formula, charge and spin): 2.6 kcal/mol
- Frontier orbital gap: 9.481 eV
- DFT total energy: -902.286672 Eh
- HOMO energy: -0.3883 hartree
- Multiplicity: 1
- LUMO: -0.040 Eh



No. 5
# H2INS

2 unconnected molecules or ions with the total composition H2INS in a non-equilibrium geometry (ωB97M-V with the def2-TZVPD basis set, OMol25).

Structure (XYZ):
```
5
Properties=species:S:1:pos:R:3
I -1.80 -0.25 1.90
S -1.48 -0.93 -0.42
N 1.12 -0.04 -0.50
H 0.95 0.65 -1.31
H 1.21 0.57 0.33
```

Properties
- Relative energy (zero: lowest compared OMol25 entry of this formula, charge and spin): 78.5 kcal/mol
- Frontier orbital gap (alpha / beta): 6.375 / 6.377 eV
- DFT total energy: -751.702684 Eh
- HOMO energy (alpha / beta): -0.3359 / -0.3362 hartree
- Multiplicity: 1
- LUMO (alpha / beta): -0.102 / -0.102 Eh



No. 6
# H2KO

A molecular structure, H2KO in a non-equilibrium geometry (ωB97M-V with the def2-TZVPD basis set, OMol25).

Structure (XYZ):
```
4
Properties=species:S:1:pos:R:3
K 0.99 -0.31 1.61
O -0.33 -0.21 -0.29
H 0.44 0.34 -0.55
H -1.10 0.18 -0.77
```

Properties
- Relative energy (zero: lowest compared OMol25 entry of this formula, charge and spin): 12.1 kcal/mol
- Frontier orbital gap: 12.935 eV
- DFT total energy: -676.164431 Eh
- HOMO energy: -0.6376 hartree
- Multiplicity: 1
- LUMO: -0.162 Eh
- Charge: +1



No. 7
# H2KO

A molecular structure, H2KO in a non-equilibrium geometry (ωB97M-V with the def2-TZVPD basis set, OMol25).

Structure (XYZ):
```
4
Properties=species:S:1:pos:R:3
K 2.45 -0.87 -0.79
O -0.56 -0.01 0.35
H -0.37 0.96 0.27
H -1.52 -0.09 0.17
```

Properties
- Relative energy (zero: lowest compared OMol25 entry of this formula, charge and spin): 6.3 kcal/mol
- Frontier orbital gap: 11.368 eV
- DFT total energy: -676.173689 Eh
- HOMO energy: -0.5802 hartree
- Multiplicity: 1
- LUMO: -0.162 Eh
- Charge: +1



No. 8
# H2KO

A molecular structure, H2KO in a non-equilibrium geometry (ωB97M-V with the def2-TZVPD basis set, OMol25).

Structure (XYZ):
```
4
Properties=species:S:1:pos:R:3
K -0.07 -0.05 -0.05
O -2.02 -1.53 -1.47
H -1.51 -2.23 -1.93
H -2.67 -2.02 -0.92
```

Properties
- Relative energy (zero: lowest compared OMol25 entry of this formula, charge and spin): 2.6 kcal/mol
- Frontier orbital gap: 12.218 eV
- DFT total energy: -676.179656 Eh
- HOMO energy: -0.6086 hartree
- Multiplicity: 1
- LUMO: -0.160 Eh
- Charge: +1



No. 9
# H2N2O2S

2 unconnected molecules or ions with the total composition H2N2O2S in a non-equilibrium geometry (ωB97M-V with the def2-TZVPD basis set, OMol25).

Structure (XYZ):
```
7
Properties=species:S:1:pos:R:3
S -1.65 0.79 -0.82
O -0.65 1.48 0.11
O 1.09 -0.42 1.07
N -0.88 -0.56 -1.23
N -0.24 -1.46 -1.52
H 0.50 0.29 0.86
H 1.83 -0.11 1.52
```

Properties
- Relative energy (zero: lowest compared OMol25 entry of this formula, charge and spin): 7.9 kcal/mol
- Frontier orbital gap: 8.038 eV
- DFT total energy: -659.291245 Eh
- HOMO energy: -0.3357 hartree
- Multiplicity: 1
- LUMO: -0.040 Eh



No. 10
# H2N2O3

2 unconnected molecules or ions with the total composition H2N2O3 in a non-equilibrium geometry (ωB97M-V with the def2-TZVPD basis set, OMol25).

Structure (XYZ):
```
7
Properties=species:S:1:pos:R:3
O 0.15 -2.05 -0.32
O -1.02 -2.39 0.24
O -2.25 -1.96 -1.21
N -2.25 -0.84 -1.47
N 0.59 -0.99 0.15
H 1.67 -1.19 0.33
H -0.17 -0.50 0.35
```

Properties
- Relative energy (zero: lowest compared OMol25 entry of this formula, charge and spin): 120.7 kcal/mol
- Frontier orbital gap (alpha / beta): 9.372 / 7.279 eV
- DFT total energy: -336.072654 Eh
- HOMO energy (alpha / beta): -0.3291 / -0.2929 hartree
- Multiplicity: 1
- LUMO (alpha / beta): 0.015 / -0.025 Eh



No. 11
# H2N2O3S

2 unconnected molecules or ions with the total composition H2N2O3S in a non-equilibrium geometry (ωB97M-V with the def2-TZVPD basis set, OMol25).

Structure (XYZ):
```
8
Properties=species:S:1:pos:R:3
S -0.09 -1.18 -0.44
O 0.30 -1.92 0.73
O 0.69 1.62 0.27
O 2.49 0.62 -0.46
N -1.44 -0.29 0.00
N 1.34 0.70 -0.15
H -1.37 0.30 0.82
H -1.92 0.16 -0.76
```

Properties
- Relative energy (zero: lowest compared OMol25 entry of this formula, charge and spin): 41.6 kcal/mol
- Frontier orbital gap (alpha / beta): 7.809 / 7.795 eV
- DFT total energy: -734.475117 Eh
- HOMO energy (alpha / beta): -0.3340 / -0.3336 hartree
- Multiplicity: 1
- LUMO (alpha / beta): -0.047 / -0.047 Eh



No. 12
# H2N2O3Si

A molecular structure, H2N2O3Si in a non-equilibrium geometry (ωB97M-V with the def2-TZVPD basis set, OMol25).

Structure (XYZ):
```
8
Properties=species:S:1:pos:R:3
Si 0.99 -0.34 -0.78
O -1.79 -0.76 1.48
O 0.20 -1.45 0.10
O -0.93 1.82 0.35
N -0.97 -0.31 0.78
N -0.45 0.69 0.15
H 0.85 0.09 -2.26
H 2.10 0.26 0.19
```

Properties
- Relative energy (zero: lowest compared OMol25 entry of this formula, charge and spin): 54.5 kcal/mol
- Frontier orbital gap: 7.763 eV
- DFT total energy: -625.694601 Eh
- HOMO energy: -0.3341 hartree
- Multiplicity: 1
- LUMO: -0.049 Eh



Q: What is the relative energy (zero: lowest compared OMol25 entry of this formula, charge and spin) in the third record?
A: 55.5 kcal/mol